Record 1
The following is a DFT calculation (ωB97M-V/def2-TZVPD) of C16H29N3O6 in the gas phase.

```
54
Properties=species:S:1:pos:R:3:forces:R:3
C -3.83841 3.07710 -1.31194 0.0 -0.2 -0.1
C -3.59758 1.57277 -1.35715 0.2 -0.2 0.0
N -2.19063 1.29096 -1.19034 -0.3 0.5 -0.1
C -1.72804 0.04951 -1.41002 0.6 0.1 -0.1
O -2.31599 -0.80285 -2.04839 -0.3 -0.2 0.0
C -0.35998 -0.21795 -0.77189 0.2 -0.1 0.1
N 0.11443 -1.48634 -1.25375 -0.5 -0.1 -0.2
C 1.43035 -1.74228 -1.43956 -0.4 -0.1 0.1
O 2.31534 -1.00721 -1.06785 0.4 0.3 0.1
O 1.57642 -2.92623 -2.05947 -0.1 -0.1 -0.1
C 2.89548 -3.45171 -2.33411 0.6 -0.2 -0.1
C 3.66481 -3.66715 -1.03066 -0.2 0.2 -0.1
H 3.09258 -4.30614 -0.36133 0.0 -0.1 0.1
H 4.61935 -4.14098 -1.24215 0.1 -0.1 0.0
H 3.84259 -2.71392 -0.54082 0.1 0.0 0.0
C 2.62555 -4.78995 -3.02355 -0.1 0.4 0.2
H 2.06019 -5.44139 -2.36260 0.0 -0.1 0.1
H 2.04550 -4.63074 -3.92849 0.0 0.0 -0.1
H 3.56407 -5.27150 -3.28164 0.1 0.0 0.0
C 3.65660 -2.51214 -3.26973 -0.2 0.0 0.2
H 4.61041 -2.95640 -3.54050 0.1 -0.1 -0.1
H 3.83509 -1.56015 -2.77770 0.1 0.0 0.0
H 3.07741 -2.33777 -4.17403 0.0 0.0 -0.1
H -0.58258 -2.06962 -1.70006 0.1 0.0 0.0
H 0.35669 0.56275 -1.05557 -0.2 -0.1 0.0
C -0.51402 -0.22673 0.76790 0.1 0.2 0.0
C -0.21825 1.11945 1.39054 -0.3 -0.5 -0.4
O -0.47176 2.17791 0.85659 0.1 0.3 0.1
O 0.33287 0.96855 2.57558 0.2 -0.2 0.4
C 0.70252 2.10448 3.40528 0.1 0.6 0.3
C 1.28012 1.46467 4.66719 -0.2 0.0 -0.4
H 1.59829 2.23482 5.36343 0.0 0.1 0.1
H 0.52963 0.84092 5.14519 -0.1 -0.1 0.1
H 2.13332 0.84282 4.41046 0.1 -0.1 0.0
C -0.53529 2.93466 3.73996 0.1 -0.2 -0.2
H -1.30372 2.29967 4.17546 -0.1 0.0 0.1
H -0.93440 3.40134 2.84384 0.0 0.1 0.0
H -0.27153 3.71056 4.45321 0.0 0.1 0.1
C 1.76180 2.94371 2.69321 -0.2 -0.2 -0.1
H 2.11999 3.72267 3.36043 0.0 0.1 0.1
H 2.59967 2.31466 2.40093 0.1 0.0 0.0
H 1.34569 3.40660 1.80274 0.0 0.1 0.0
H -1.54092 -0.49037 1.04028 0.0 0.0 0.1
H 0.16067 -0.96620 1.19813 0.0 0.0 -0.1
H -1.68154 1.86232 -0.51696 0.0 -0.1 -0.1
H -3.91221 1.14911 -2.31804 0.0 0.1 0.1
C -4.37304 0.86847 -0.22914 0.0 0.1 -0.4
O -3.83846 0.48018 0.78436 0.1 -0.1 0.3
N -5.69879 0.75302 -0.45360 -0.4 -0.1 0.0
H -6.10374 0.96607 -1.34732 0.0 0.0 0.0
H -6.25997 0.25556 0.21867 0.1 0.0 0.0
H -4.89367 3.30329 -1.43960 -0.1 0.1 0.0
H -3.27383 3.56536 -2.10205 0.0 0.0 -0.1
H -3.50908 3.47173 -0.35340 0.0 0.1 0.1
```
Positions in Å, forces in eV/Å.

Calculated values
total charge	0
frontier orbital gap	10.20	eV
E_tot	-33821.36525	eV
structure (SMILES)	C[C@@H](NC(=O)[C@@H](CC(=O)OC(C)(C)C)NC(=O)OC(C)(C)C)C(N)=O

Atom charges from the Mulliken analysis, given in e for atoms 1 to 2: -1.50 -0.01

Record 2
The following is a DFT calculation (ωB97M-V/def2-TZVPD) of a molecular structure, C16H29N3P2Ti in a non-equilibrium geometry.

```
51
Properties=species:S:1:pos:R:3:forces:R:3
Ti -0.21550 0.00569 0.12310 -0.4 -0.2 2.2
H -3.26567 -0.43790 -0.35962 0.1 0.3 0.0
H -3.26401 0.31688 -0.35478 0.1 -0.3 0.0
P 0.13432 -2.42247 -0.29385 -0.2 0.6 0.3
P 0.15101 2.41053 -0.22968 -0.4 -0.6 0.1
C 0.34584 3.30637 1.34622 0.1 0.4 -0.1
H 0.52390 4.37221 1.14400 0.0 -0.2 0.3
H -0.55687 3.18691 1.95990 0.2 0.0 -0.2
H 1.19383 2.88468 1.89922 -0.2 0.1 -0.1
C 1.55030 2.95846 -1.24668 0.0 0.1 0.0
H 1.43857 2.53126 -2.25070 0.0 0.1 0.2
H 1.57699 4.05532 -1.29630 0.1 -0.2 -0.1
H 2.47432 2.56803 -0.80360 -0.2 0.1 -0.1
C -1.30246 3.20106 -0.99256 0.1 0.4 -0.1
H -2.17396 3.03842 -0.34542 0.2 0.1 -0.1
H -1.12444 4.27511 -1.13580 -0.3 -0.1 -0.1
H -1.50190 2.71520 -1.95582 0.1 0.2 0.2
C 1.64323 -2.93456 -1.16774 0.0 -0.1 -0.1
H 1.66349 -4.02831 -1.27371 0.1 0.2 0.0
H 1.65731 -2.45119 -2.15264 0.0 -0.1 0.2
H 2.51257 -2.58445 -0.59640 -0.2 -0.1 -0.2
C 0.15815 -3.40980 1.24454 0.1 -0.5 -0.1
H -0.79698 -3.28019 1.77041 0.2 -0.1 -0.1
H 0.31724 -4.47014 1.00704 -0.1 0.1 0.2
H 0.95158 -3.06060 1.91705 -0.2 -0.2 -0.3
C -1.23018 -3.14920 -1.24608 0.1 -0.4 -0.1
H -1.31408 -2.61363 -2.19927 0.0 -0.2 0.2
H -1.04089 -4.21750 -1.41517 -0.3 0.2 -0.1
H -2.16122 -3.00058 -0.68482 0.2 -0.2 -0.1
H 0.10017 -0.00544 -1.46222 -0.1 0.1 -2.3
H 1.42598 0.09167 0.03332 1.1 0.0 0.0
N -1.27242 1.72463 10.90477 0.0 -0.6 -2.6
C -1.25934 1.43296 9.76720 -0.1 0.6 2.3
C -1.18157 1.04918 8.38278 -0.1 0.1 0.1
C -2.14785 1.44814 7.44581 0.1 -0.2 -0.6
C -2.01758 1.09274 6.09053 -0.5 0.5 1.2
C -0.91880 0.33407 5.71524 1.1 -0.7 -1.6
C 0.02282 -0.11416 6.63780 0.1 0.3 1.8
C -0.10104 0.25696 7.97697 0.5 -0.6 -0.9
N -0.62585 0.02274 4.37504 0.3 -0.4 2.4
C 0.52931 -0.64777 3.96124 0.6 0.1 -0.5
C 0.56800 -0.56886 2.60930 -0.2 -0.1 0.6
N -0.59529 0.05917 2.17530 -0.1 0.3 -1.0
C -1.27239 0.42101 3.27146 -1.2 0.5 -1.1
H -2.99369 2.04024 7.80048 0.2 -0.2 -0.3
H -2.75232 1.39828 5.35622 0.0 0.1 0.2
H 0.85971 -0.72417 6.31438 -0.3 0.2 0.4
H 0.65766 -0.07879 8.69213 -0.4 0.2 -0.2
H 1.23972 -1.06832 4.65008 -0.1 0.1 -0.3
H 1.33248 -0.90199 1.89692 -0.4 0.2 0.5
H -2.24394 0.90119 3.28760 0.3 -0.2 -0.1
```
Positions in Å, forces in eV/Å.

Calculated values
total charge	0
frontier orbital gap (alpha / beta)	4.59 / 8.69	eV
E_tot	-63221.04744	eV
multiplicity	3
<S²>	2.03

Atom charges from the Mulliken analysis, given in e for atoms 1 to 2: -0.65 -0.03

Record 3
The following is a DFT calculation (ωB97M-V/def2-TZVPD) of a gas-phase ion, C16H29NO6PS (charge +1) in a non-equilibrium geometry.

```
54
Properties=species:S:1:pos:R:3:forces:R:3
C -3.55611 -6.14921 -1.08512 0.2 -0.9 0.0
C -2.55403 -6.50449 0.07318 -0.9 -0.2 -0.8
O -1.93315 -5.33636 0.65535 0.7 -1.1 -0.2
C -0.60628 -5.74355 1.02647 0.1 -0.2 0.5
C 0.03682 -4.85679 2.13111 -0.3 -0.8 -0.1
O 0.05524 -3.45548 1.81692 0.8 -0.5 0.8
C 1.23709 -2.87030 2.38390 -0.3 1.2 -0.4
C 0.99810 -1.38376 2.83425 1.4 -0.9 0.8
O 1.10127 -0.45846 1.73861 -0.6 0.4 0.9
C 1.11039 0.88514 2.23055 -0.3 0.4 -0.6
C 0.35243 1.72015 1.14299 0.7 0.6 -1.2
C 1.04917 1.87963 -0.13381 -3.3 1.3 0.7
C 0.36280 2.66528 -1.17973 0.4 -0.4 0.7
C 1.12300 2.87151 -2.51288 0.4 -0.1 -0.1
C 2.40465 3.80821 -2.38803 0.2 0.0 0.4
C 3.65799 2.97755 -1.88460 -0.3 0.0 -0.5
C 2.16899 5.08246 -1.47814 0.3 0.2 -0.1
C -0.93953 3.22243 -0.92370 1.2 -1.7 0.3
P -1.89813 4.25094 -2.13578 -1.8 2.4 -0.4
O -1.54737 5.66126 -1.90855 0.4 -1.3 -0.4
O -3.51348 4.06051 -1.70306 2.7 -1.7 -0.2
O -1.78949 3.74111 -3.68420 -0.3 -0.2 2.0
N -1.53001 3.02406 0.31573 0.9 -0.3 -0.4
C -0.94752 2.32971 1.33429 1.9 -0.1 0.3
S -1.81285 2.18600 2.92653 -0.2 0.1 -0.5
H -4.61062 -6.07276 -0.72300 0.9 0.4 -0.3
H -3.54087 -7.02985 -1.78935 -0.1 0.8 0.6
H -3.21883 -5.27168 -1.68353 -0.4 -0.5 0.7
H -1.79214 -7.20539 -0.37325 -0.5 0.8 0.5
H -3.10151 -7.07638 0.87314 0.6 0.5 -0.6
H -0.69325 -6.77991 1.46967 0.4 0.9 -0.3
H 0.03233 -5.83213 0.10372 -0.4 0.3 0.8
H 1.08429 -5.24862 2.28561 -0.9 0.3 -0.3
H -0.50956 -5.01818 3.09975 0.3 0.2 -0.8
H 2.01646 -2.88459 1.56999 -0.3 0.1 1.0
H 1.59142 -3.40487 3.30800 -0.4 0.3 -0.9
H 0.07268 -1.26292 3.45568 0.4 -0.1 -0.9
H 1.86252 -1.15173 3.52985 -0.8 -0.2 -0.5
H 2.16637 1.26237 2.32705 -0.9 -0.3 -0.2
H 0.63424 0.98930 3.23449 0.2 -0.2 -0.8
H 2.04835 1.42606 -0.29301 -0.9 0.4 0.1
H 1.48884 1.85438 -2.82935 -0.5 1.0 0.2
H 0.50562 3.27309 -3.34958 0.1 -0.4 0.9
H 2.62164 4.17549 -3.42746 -0.3 -0.5 0.9
H 4.55434 3.24619 -2.49393 -0.6 -0.2 0.7
H 3.47977 1.88319 -2.04061 0.3 0.8 0.1
H 3.87165 3.16285 -0.80496 -0.1 -0.2 -0.8
H 2.82380 5.03069 -0.56527 -0.8 0.0 -0.7
H 1.10144 5.22164 -1.16713 0.9 -0.1 -0.3
H 2.47349 6.01717 -2.01327 -0.3 -0.8 0.4
H -3.58331 3.10276 -1.48979 -0.8 0.5 -0.2
H -2.61638 3.33108 -4.00136 0.3 0.2 0.0
H -2.45463 3.43635 0.48921 0.4 -0.1 0.0
H -1.33813 3.21885 3.70640 0.1 -0.4 -1.0
```
Positions in Å, forces in eV/Å.

Calculated values
total charge	+1
frontier orbital gap	6.60	eV
E_tot	-50954.00994	eV

Atom charges from the Mulliken analysis, given in e for atoms 1 to 2: -1.04 -0.28

Record 4
The following is a DFT calculation (ωB97M-V/def2-TZVPD) of 7 unconnected molecules or ions with the total composition C16H30Br12O3.

```
61
Properties=species:S:1:pos:R:3:forces:R:3
Br -1.50606 -2.28230 2.16708 0.0 0.0 0.1
C -1.14575 -4.07108 1.47143 0.2 0.2 -0.2
C -2.39861 -4.88821 1.58281 0.2 -0.1 0.0
Br -2.01232 -6.66831 0.89090 -0.1 0.0 0.0
H -0.30835 -4.46187 2.03948 -0.1 -0.1 0.1
H -0.82834 -3.95246 0.43963 -0.1 0.1 0.0
H -3.19230 -4.46779 0.97554 -0.1 -0.1 0.1
H -2.70699 -5.01401 2.61405 -0.1 0.0 0.0
Br 3.81594 -1.11484 0.33899 0.0 -0.1 0.0
C 4.26767 -1.44051 -1.52819 0.2 0.0 -0.2
C 4.62590 -2.89333 -1.67670 -0.4 -0.4 0.1
Br 4.98089 -3.28338 -3.54883 0.0 0.1 0.1
H 5.09011 -0.78777 -1.81090 0.0 0.0 0.2
H 3.39726 -1.17895 -2.12331 -0.1 0.0 0.1
H 3.78678 -3.51979 -1.38043 0.0 0.0 -0.1
H 5.48368 -3.21291 -1.09488 0.2 0.2 -0.1
Br 3.06575 2.54844 -2.19080 0.1 -0.1 0.0
C 4.19626 2.22020 -0.64296 0.0 0.0 -0.1
C 4.68240 3.48344 0.01004 -0.1 0.4 -0.2
Br 5.66957 4.63395 -1.22285 0.0 -0.1 0.1
H 5.03312 1.60460 -0.96114 0.0 0.0 -0.2
H 3.56885 1.63180 0.02052 0.1 0.2 0.2
H 5.36930 3.26782 0.82299 0.0 -0.1 0.0
H 3.86526 4.09976 0.37176 0.0 -0.1 0.0
Br 0.11491 2.53847 0.27730 -0.4 0.0 0.2
C -0.41668 0.67054 0.14362 0.3 -0.6 0.0
C 0.40982 0.09238 -0.98215 0.1 0.4 0.0
Br -0.08038 -1.73984 -1.38163 -0.1 -0.1 -0.1
H -1.47974 0.53720 -0.04808 0.0 0.5 0.0
H -0.19498 0.21824 1.10575 0.1 0.0 0.0
H 1.46961 0.07327 -0.75560 0.0 0.0 0.1
H 0.28101 0.68501 -1.88373 -0.1 -0.2 -0.1
Br 1.04229 0.45899 -4.66385 -0.1 -0.1 -0.1
C 2.91161 0.07913 -4.99977 0.3 0.1 -0.1
C 3.17792 -0.04301 -6.47096 0.1 -0.3 -0.5
Br 5.03868 -0.60654 -6.68082 0.0 0.1 0.0
H 3.19795 -0.84969 -4.51510 -0.2 0.0 0.2
H 3.46062 0.91346 -4.57634 0.1 -0.1 0.1
H 3.06460 0.87380 -7.03963 0.0 0.1 0.2
H 2.59816 -0.82273 -6.95503 -0.1 0.0 0.2
Br -4.21207 1.59284 -0.21596 0.0 0.2 -0.2
C -5.17195 -0.06280 -0.48949 -0.3 -0.3 0.3
C -4.82159 -0.97299 0.66012 0.2 0.3 0.3
Br -5.67306 -2.70638 0.45673 0.1 0.0 -0.1
H -4.89106 -0.49159 -1.44539 0.1 0.1 0.0
H -6.23609 0.15420 -0.47710 0.0 0.1 -0.1
H -5.16926 -0.56926 1.60717 -0.1 0.0 0.0
H -3.74624 -1.10668 0.74461 0.0 -0.3 -0.1
C -2.38952 0.92864 3.96578 0.2 -0.5 0.7
C -3.42426 1.94985 4.36341 0.3 0.1 -0.2
C -2.86756 3.33294 4.75226 -0.1 -0.3 0.2
O -3.66526 4.25580 4.01964 -0.1 -0.2 -0.1
C -4.44158 3.58870 3.12269 0.2 0.1 0.5
O -5.17952 4.11497 2.36342 -0.1 0.1 -0.3
O -4.26821 2.25935 3.24320 0.0 -0.2 0.1
H -1.89860 0.52087 4.85795 0.0 0.4 0.1
H -1.60578 1.33945 3.33137 -0.2 -0.1 -0.3
H -2.87839 0.04092 3.56024 0.0 0.2 -0.5
H -4.04769 1.52353 5.15110 -0.1 0.2 0.0
H -1.82193 3.46174 4.47117 0.0 0.0 0.0
H -2.98581 3.51473 5.81886 0.0 0.2 0.0
```
Positions in Å, forces in eV/Å.

Calculated values
total charge	0
frontier orbital gap	10.07	eV
E_tot	-863732.54939	eV
structure (SMILES)	C[C@H]1COC(=O)O1.BrCCBr.BrCCBr.BrCCBr.BrCCBr.BrCCBr.BrCCBr

Atom charges from the Mulliken analysis, given in e for atoms 1 to 2: -0.08 -0.50